Below is a structure of composition C19H22NO5PdS2, with properties calculated with wB97M-V/def2-TZVPD.

The spin multiplicity is 3. The HOMO energy (alpha / beta) comes out at -4.608 / -5.588 eV. As for the net charge: -1.

```
50
C19H22NO5PdS2, DFT wB97M-V/def2-TZVPD
Pd -2.576 0.417 0.474
C 3.626 1.201 1.193
C 3.815 0.432 -0.123
C 5.266 -0.054 -0.190
C 3.570 1.380 -1.306
C 2.806 -0.716 -0.194
C 3.196 -2.050 -0.368
C 2.267 -3.077 -0.455
C 0.923 -2.763 -0.366
S -0.472 -3.792 -0.458
C -1.508 -2.379 -0.238
N -0.857 -1.263 -0.112
C 0.502 -1.435 -0.181
C 1.454 -0.424 -0.100
C -2.953 -2.457 -0.238
C -3.637 -3.675 -0.326
C -5.016 -3.690 -0.356
C -5.721 -2.491 -0.276
C -5.042 -1.287 -0.146
C -3.651 -1.240 -0.148
H 4.345 2.021 1.258
H 3.779 0.537 2.046
H 2.623 1.620 1.269
H 5.939 0.802 -0.120
H 5.468 -0.565 -1.133
H 5.493 -0.731 0.635
H 4.286 2.206 -1.282
H 2.563 1.798 -1.274
H 3.687 0.847 -2.252
H 4.242 -2.312 -0.430
H 2.595 -4.100 -0.586
H 1.094 0.587 0.041
H -3.079 -4.606 -0.351
H -5.548 -4.631 -0.424
H -6.804 -2.502 -0.297
H -5.606 -0.369 -0.025
O -3.020 2.054 3.944
S -2.875 1.551 2.601
O -2.398 2.598 1.642
O -1.866 0.424 2.518
O -4.144 0.997 2.030
C -0.365 4.281 -0.534
C -0.637 2.824 -0.879
O -2.028 2.575 -1.079
H 0.706 4.448 -0.393
H -0.882 4.513 0.398
H -0.726 4.940 -1.325
H -0.263 2.203 -0.057
H -0.137 2.534 -1.806
H -2.435 2.819 -0.224
```

---

Below is the molecule C19H22O4S, with properties calculated with wB97M-V/def2-TZVPD.

The HOMO energy comes out at -8.903 eV. Its SMILES is CCOC(=O)[C@@H](C(C)(C)c1ccccc1)S(=O)(=O)c1ccccc1. The energy relative to the best compared isomer or geometry (same formula, charge and spin) is 0.000 eV.

```
46
C19H22O4S, DFT wB97M-V/def2-TZVPD
C 2.687 -3.750 0.416
C 2.224 -2.600 -0.426
O 1.337 -1.833 0.428
C 0.732 -0.844 -0.257
O 0.781 -0.773 -1.474
C 0.053 0.162 0.659
C 0.905 1.367 0.935
C 2.260 0.949 1.524
C 0.229 2.261 1.977
C 1.142 2.105 -0.404
C 0.448 3.271 -0.705
C 0.828 4.075 -1.791
C 1.820 3.634 -2.669
C 2.458 2.412 -2.432
C 2.133 1.664 -1.291
S -1.674 0.462 -0.113
O -2.322 1.464 0.719
O -1.575 0.671 -1.537
C -2.783 -0.957 0.125
C -3.101 -1.769 -0.962
C -4.105 -2.738 -0.835
C -4.788 -2.896 0.375
C -4.433 -2.107 1.475
C -3.440 -1.130 1.348
H 3.518 -4.249 -0.085
H 3.009 -3.427 1.413
H 1.876 -4.474 0.531
H 3.061 -1.964 -0.745
H 1.666 -2.928 -1.309
H -0.218 -0.331 1.601
H 2.671 0.074 1.015
H 2.959 1.796 1.441
H 2.155 0.702 2.587
H -0.796 2.513 1.706
H 0.174 1.726 2.932
H 0.822 3.171 2.118
H -0.392 3.575 -0.081
H 0.331 5.036 -1.935
H 2.113 4.248 -3.524
H 3.215 2.028 -3.124
H 2.680 0.736 -1.107
H -2.573 -1.630 -1.904
H -4.363 -3.351 -1.700
H -5.596 -3.625 0.462
H -4.945 -2.229 2.431
H -3.181 -0.494 2.192
```

---

Below is a structure of composition C19H23AsMoN3O6PS, with properties calculated with wB97M-V/def2-TZVPD.

The HOMO energy comes out at -20.523 eV. As for the net charge: +4.

```
55
C19H23AsMoN3O6PS, DFT wB97M-V/def2-TZVPD
Mo -0.066 -0.123 0.115
N -1.142 -2.344 2.587
C -0.384 -1.327 3.095
C -0.059 -1.366 4.456
C 0.686 -0.351 4.995
C 1.092 0.713 4.167
C 0.752 0.686 2.851
N 0.014 -0.332 2.277
C -1.735 -2.523 1.376
C -2.596 -3.635 1.288
C -3.295 -3.881 0.146
C -3.129 -2.996 -0.941
C -2.258 -1.966 -0.830
N -1.505 -1.692 0.312
H -1.370 -3.064 3.264
H -0.401 -2.192 5.067
H 0.951 -0.364 6.045
H 1.671 1.539 4.557
H 1.054 1.495 2.203
H -2.707 -4.274 2.156
H -3.966 -4.728 0.078
H -3.674 -3.134 -1.865
H -2.118 -1.300 -1.663
O 1.309 -1.953 -4.171
As 1.882 -1.604 -2.624
O 1.782 -2.651 -1.434
O -0.138 -0.480 -1.504
C 2.781 0.052 -2.793
C 3.381 0.170 -4.043
C 4.261 1.228 -4.306
C 4.546 2.150 -3.325
C 3.934 2.054 -2.067
C 3.052 1.023 -1.790
S 2.350 1.147 -0.188
O 0.915 1.697 -0.222
O 3.212 1.820 0.691
O 1.906 -0.273 0.235
H 1.047 -2.879 -4.346
H 3.197 -0.559 -4.821
H 4.723 1.296 -5.283
H 5.243 2.957 -3.511
H 4.161 2.793 -1.308
C -3.412 1.091 0.530
P -1.814 1.787 0.093
C -1.374 3.051 1.285
C -1.867 2.463 -1.564
H -4.129 1.920 0.506
H -3.394 0.678 1.539
H -3.732 0.340 -0.190
H -2.136 3.834 1.188
H -0.402 3.486 1.062
H -1.410 2.666 2.304
H -2.616 3.262 -1.560
H -2.172 1.703 -2.283
H -0.902 2.887 -1.837
```